Entry 1:
Formula: C45H39N5O2PReS2
Source: the OMol25 dataset
Level of theory: ωB97M-V with the def2-TZVPD basis set

Output
- charge = +3
- HOMO (alpha / beta) (eV) = -15.9 / -15.9
- lowest unoccupied orbital energy (alpha / beta) (eV) = -10.353 / -10.206
- HOMO-LUMO gap (alpha / beta) (eV) = 5.588 / 5.732
- spin multiplicity = 2
- energy relative to the best compared isomer or geometry (same formula, charge and spin) (kcal/mol) = 10.5

XYZ file:
```
95
Properties=species:S:1:pos:R:3:forces:R:3:lowdin_spin:R:1
Re -0.7022 0.5561 -1.5615 0.51 -0.95 -0.35 0.8001
H 0.3105 -2.7573 3.2730 0.02 -0.04 -0.02 0.0011
C -0.5554 4.4286 3.0441 0.00 0.01 0.00 -0.0002
C 4.6098 2.9011 -0.0128 -0.03 -0.04 -0.01 0.0000
H -0.4364 1.3826 1.5800 -0.01 -0.01 -0.01 0.0005
C -1.6085 -3.2196 -4.3306 -0.06 0.00 -0.02 -0.0002
C -0.0586 5.2058 2.0055 0.00 -0.02 -0.01 -0.0001
C -0.2472 3.7844 -4.4699 0.04 -0.07 0.10 0.0000
C -3.4966 0.7225 -2.5003 -0.08 0.05 0.01 -0.0002
C -0.3221 2.4536 1.6989 0.03 -0.01 0.04 0.0005
C -2.4232 -2.9083 2.2109 0.08 0.09 -0.07 0.0016
C 0.0033 -3.4305 2.4682 -0.02 0.04 -0.09 0.0019
H 4.9659 -2.3715 4.7724 0.00 -0.02 0.04 0.0000
C 3.0748 1.6912 -1.9928 -0.04 0.04 -0.04 -0.0002
H 6.2993 2.2857 -1.1735 0.02 -0.01 -0.01 0.0000
H 0.3213 4.4857 -2.0456 0.08 -0.05 -0.04 -0.0002
H -4.8766 -2.9627 -5.2051 -0.03 0.01 -0.03 0.0000
H -0.7615 -3.8747 -4.4795 0.03 -0.03 0.00 0.0000
H 2.7526 3.3952 0.9323 -0.02 0.03 0.04 0.0000
H 4.9369 1.2154 -2.9327 0.00 -0.01 -0.02 0.0000
C -0.6522 1.8135 -5.7671 0.04 -0.01 0.05 -0.0003
C 1.1502 -3.8236 1.5845 0.00 0.10 0.03 -0.0001
C 3.0806 -2.6118 0.5310 -0.17 -0.05 -0.14 0.0006
S -1.8041 -0.7624 0.1057 -0.04 -0.15 -0.06 0.0146
H -2.7274 -4.4031 4.4496 -0.02 -0.03 -0.01 0.0000
H -3.1023 -2.3830 1.5425 0.02 -0.03 0.05 0.0002
C -3.2476 1.9375 -1.6530 0.10 0.17 0.09 0.0053
H -1.0686 2.4557 3.7067 0.00 -0.01 0.01 0.0000
H 5.2095 3.3735 0.7528 0.01 0.03 0.01 0.0000
H 0.7171 5.2317 0.0232 0.00 0.01 -0.02 0.0000
P 0.6630 2.4360 -0.8635 0.06 0.03 -0.12 -0.0009
N 0.2515 3.4813 -2.1309 -0.10 0.07 0.14 0.0011
C -2.8451 -3.5414 -4.9342 0.06 0.00 0.03 -0.0002
H -0.1173 4.8525 -4.3724 0.01 0.03 0.02 0.0001
H 0.8920 -4.6326 0.8954 0.00 0.00 0.02 -0.0003
C 4.4536 1.6827 -2.0860 0.03 -0.01 0.01 0.0000
O -1.9769 1.9894 -1.1825 -0.31 0.16 0.17 0.0804
N 1.5903 -2.6850 0.7469 -0.24 0.15 -0.11 -0.0042
C -2.5644 -1.2225 -3.3906 0.00 0.04 0.03 -0.0005
H -0.8345 1.3218 -6.7101 -0.01 -0.02 -0.02 -0.0001
C 3.2244 2.9149 0.0870 0.01 -0.11 0.01 -0.0004
C -2.6614 -3.3435 4.6660 0.02 0.05 0.03 0.0000
H 4.3531 1.3071 2.6814 -0.01 0.04 -0.01 0.0000
H 3.4264 -3.6438 0.5054 -0.02 -0.01 -0.05 -0.0001
C 0.7231 -1.8466 0.2688 0.06 -0.45 0.10 0.0050
C -1.4682 -2.0938 -3.5669 -0.01 0.00 0.03 0.0012
H -0.5123 -1.8710 -3.1063 0.01 0.01 0.00 0.0015
C 4.6086 -1.8370 3.9044 -0.01 0.01 -0.03 0.0000
C -2.7565 -2.9037 5.9799 0.01 0.03 -0.04 0.0000
C 2.4504 2.3096 -0.9040 0.10 0.08 0.13 0.0000
C -2.6975 -1.5470 6.2594 0.00 0.00 0.00 0.0000
H 1.9972 -4.1402 2.1880 -0.05 0.04 0.01 0.0000
C -4.9012 -0.6688 -3.7986 0.02 -0.04 0.01 -0.0005
S 1.1797 -0.7123 -0.9711 -0.13 0.63 0.34 0.0058
C -0.7097 -1.8847 0.7563 0.25 0.00 -0.01 0.0076
H -2.8882 -3.6187 6.7795 0.00 -0.01 0.02 0.0000
H -5.5483 1.1747 -2.8773 -0.02 0.02 0.01 0.0000
C 0.1759 3.2286 0.6546 -0.11 0.06 0.01 -0.0008
C -4.7500 0.4687 -3.0535 0.07 0.06 0.04 -0.0007
H 4.1018 -3.6207 2.8406 0.01 -0.06 0.00 0.0000
C -3.9213 -2.7241 -4.7580 0.02 0.03 0.05 -0.0001
H -2.9309 -4.4360 -5.5339 0.00 -0.02 -0.01 0.0000
C -0.6814 3.0551 2.8943 0.01 0.00 -0.02 0.0001
C 4.2618 0.2311 2.7247 0.01 -0.01 0.00 0.0000
C 0.3110 4.6097 0.8119 0.01 -0.03 0.00 -0.0005
C -0.5322 3.2065 -5.6778 -0.02 -0.02 -0.07 0.0035
H 0.0413 6.2751 2.1266 0.00 0.02 0.00 0.0000
N -2.4454 -0.0662 -2.6570 -0.09 0.05 0.02 0.0038
H 2.4865 1.2307 -2.7804 -0.01 0.02 -0.01 0.0002
C 4.6757 -0.4523 3.8607 -0.01 -0.01 0.01 -0.0003
H -2.6265 -3.9781 2.1483 -0.04 0.01 0.00 0.0006
H -2.3614 -0.3384 3.1155 -0.03 0.01 -0.05 0.0007
C 5.2210 2.2880 -1.0944 0.01 -0.01 -0.01 -0.0003
C -0.5360 1.0775 -4.6257 0.09 -0.01 0.04 0.0042
H 5.0718 0.0934 4.7053 0.02 0.02 0.02 0.0000
C -2.5091 -2.4260 3.6332 -0.08 -0.02 0.02 0.0008
N -0.2859 1.6279 -3.4025 -0.17 0.14 -0.16 0.0084
H -0.6231 0.0029 -4.6482 -0.05 -0.04 -0.01 0.0007
C 4.1076 -2.5377 2.8174 0.03 0.06 -0.02 -0.0002
C -3.8087 -1.5412 -3.9840 -0.03 -0.03 -0.07 -0.0003
H -0.6486 3.8241 -6.5581 0.01 0.00 -0.01 0.0002
N -1.0376 -2.7411 1.6815 0.00 0.03 0.08 0.0264
H 3.2709 -2.1567 -0.4362 0.02 0.07 0.02 0.0004
H -2.7847 -1.2030 7.2808 0.01 0.00 0.01 0.0000
H 3.4758 0.0690 0.7378 -0.03 0.06 -0.04 0.0001
H -0.8463 4.8995 3.9729 0.00 0.01 0.02 0.0000
C -0.1004 2.9663 -3.3438 0.06 -0.02 -0.10 0.0053
H -5.8552 -0.9131 -4.2473 -0.02 0.00 -0.03 0.0000
H -2.5204 0.4312 5.4501 0.00 0.03 0.02 0.0000
C -2.4532 -1.0627 3.9175 0.04 -0.01 0.03 0.0006
C 3.6720 -1.8533 1.6857 0.05 -0.03 0.03 -0.0002
O -4.0563 2.7778 -1.4264 0.02 -0.11 -0.04 0.0267
C -2.5452 -0.6264 5.2285 0.01 -0.05 0.00 0.0001
H -0.4472 -4.3109 2.9221 0.03 0.00 -0.02 0.0002
C 3.7607 -0.4642 1.6363 0.01 -0.02 0.04 -0.0001
```
Positions in Å, forces in eV/Å.

***

Entry 2:
Formula: C9H18Cl6O2
Source: the OMol25 dataset
Level of theory: ωB97M-V with the def2-TZVPD basis set

Output
- charge = 0
- HOMO (eV) = -9.9
- structure (SMILES) = CC(C)=O.CC(C)=O.ClCCl.ClCCl.ClCCl
- lowest unoccupied orbital energy (eV) = 0.288
- HOMO-LUMO gap (eV) = 10.174
- energy relative to the best compared isomer or geometry (same formula, charge and spin) (kcal/mol) = 14.3

XYZ file:
```
35
Properties=species:S:1:pos:R:3:forces:R:3:lowdin_charge:R:1
H -3.6992 -3.3451 -0.7775 0.11 0.03 1.05 0.0761
Cl 3.7171 2.8311 0.7584 0.27 0.13 0.05 0.5392
C 3.3930 1.1777 0.3203 -0.81 -1.24 0.00 -1.0586
H 3.1206 1.0966 -0.7320 0.48 0.24 0.02 0.0186
H -0.5181 1.6528 2.9390 0.25 0.02 -0.54 0.0428
Cl -0.5426 1.0604 0.5117 -0.33 0.61 0.91 0.5130
H 0.3969 -3.2103 0.3511 -0.10 -0.02 -0.10 0.1000
C -1.6816 -2.8770 0.1062 -1.12 -1.99 0.73 -0.4914
H -2.8382 -2.1686 -1.5845 0.59 0.10 -0.36 0.0822
C 0.3086 2.5634 -2.4740 -0.66 -0.89 0.79 -0.0541
Cl 4.6781 -0.0264 0.6888 -0.11 0.60 -0.18 0.4830
O 2.5361 3.0410 -2.9402 0.79 -0.30 -0.16 0.0696
O -1.9726 -3.0447 1.2781 -0.36 0.49 -0.51 0.0486
Cl 0.1095 -3.3711 5.2371 0.51 -0.20 -0.16 0.5197
H -0.0463 4.6963 -3.6179 -0.16 0.60 -0.84 0.0664
H -1.5397 0.2478 2.4761 0.24 0.05 0.10 0.0215
C 1.0012 4.6073 -3.9061 -0.67 -0.86 0.20 -0.0099
H -0.1837 -2.8641 -1.3394 0.47 0.18 0.09 0.0859
C -1.4807 -3.0670 4.6110 -1.29 -0.04 0.34 -1.0155
H 2.5383 0.8134 0.8902 0.15 0.32 0.05 -0.0568
H -1.5698 -2.0001 4.4064 -0.15 -0.22 0.19 0.0096
C -2.6701 -3.0955 -1.0361 -1.37 0.36 -0.03 -0.0247
H 1.1604 4.3511 -4.9536 -0.46 0.12 -0.18 0.0877
H 0.8061 1.9779 -1.7008 -0.08 0.19 0.16 0.0273
Cl -2.7243 -3.5548 5.8653 0.43 0.43 -0.60 0.4385
H -0.4877 3.1666 -2.0379 0.23 0.30 0.14 0.0778
H 1.5142 5.5546 -3.7404 0.35 -0.43 0.48 0.0860
C -0.2876 -2.6408 -0.2776 0.53 0.48 -0.48 -0.0345
C -0.5945 0.7650 2.3112 0.01 -0.90 -0.98 -0.8944
H -1.7507 -3.6390 3.7232 0.51 0.03 0.15 0.0087
H -0.2504 1.8082 -3.0264 0.29 0.16 -0.81 0.0909
Cl 0.7479 -0.3646 2.6027 -0.25 0.19 0.63 0.5306
C 1.3931 3.3529 -3.1330 0.42 1.08 0.21 -0.4964
H -2.4651 -3.9104 -1.7303 0.94 0.23 -0.04 0.0842
H -0.1184 -1.5844 -0.0692 0.36 0.11 -0.29 0.0283
```
Positions in Å, forces in eV/Å.

***

Entry 3:
Formula: C29H22IrN4O5S
Source: the OMol25 dataset
Level of theory: ωB97M-V with the def2-TZVPD basis set

Output
- charge = +2
- HOMO (alpha / beta) (eV) = -12.3 / -14.3
- lowest unoccupied orbital energy (alpha / beta) (eV) = -6.025 / -9.778
- HOMO-LUMO gap (alpha / beta) (eV) = 6.292 / 4.554
- spin multiplicity = 6
- energy relative to the best compared isomer or geometry (same formula, charge and spin) (kcal/mol) = 0.0

XYZ file:
```
62
Properties=species:S:1:pos:R:3:forces:R:3:lowdin_spin:R:1
C 2.2049 -0.8021 0.1236 -0.39 0.30 0.02 0.2667
H 5.7324 0.0459 3.3384 0.13 0.00 0.36 0.0032
H 4.1762 -0.9908 -0.8635 -0.32 0.08 -0.38 0.0079
C 2.8598 -0.6140 5.0604 0.21 0.18 0.09 0.1858
C -2.2796 -1.3298 2.2765 0.53 -0.15 0.71 0.0904
C 3.8412 -0.2967 2.4423 0.93 -0.35 -1.87 0.1582
N -0.3760 -2.4079 -1.9699 1.04 -1.75 -0.14 0.0506
C 2.4730 -0.4939 2.6691 -2.09 -1.11 0.27 0.0928
H -1.4599 -1.6041 2.9389 -0.35 0.11 -0.05 0.0058
H 0.5420 -1.6291 -3.6382 0.02 -0.73 -0.19 0.0119
H -2.9682 0.0042 -3.2265 0.51 -0.21 0.47 0.0025
H 0.0478 5.3626 0.7898 0.12 0.24 -0.29 -0.0001
C 1.5981 -0.6797 1.4638 -1.81 -0.24 -0.34 0.1940
C 4.1971 -0.3194 4.8435 1.58 0.12 -0.69 0.0290
C -4.5835 -1.0612 1.7911 -0.31 -0.34 0.56 0.1096
H -0.6873 6.9471 -3.1481 -0.16 0.58 -0.52 0.0001
C 3.6492 -0.7601 0.0504 -1.23 -0.17 -0.99 0.3036
C -0.0725 5.2672 -0.2895 -0.17 1.12 1.00 0.0003
H -5.1111 -0.5817 -0.2402 0.96 -0.17 0.69 -0.0018
H 4.8586 -0.2744 5.7006 0.06 0.11 -0.15 -0.0016
H -3.2759 -1.6384 -2.4716 0.17 0.13 -0.11 0.0009
C -0.5298 6.1097 -2.5162 -0.14 -0.05 1.38 0.0020
H 5.4842 -0.1853 1.0080 -0.69 -0.47 0.03 0.0053
H -0.8763 4.5456 -4.0717 0.48 0.66 0.92 0.0001
C 4.4102 -0.4141 1.1251 0.96 1.03 2.56 0.2342
Ir -0.4762 -0.4694 -1.2813 1.62 2.36 -2.52 1.3958
C -0.0143 4.0244 -0.8436 -0.33 -0.78 0.28 0.0073
C 0.1909 -4.9981 -2.8801 0.51 1.17 -0.51 0.0079
C 4.6936 -0.1542 3.5589 0.14 0.10 1.30 0.1385
H -3.7989 -1.7646 3.6972 -0.18 0.21 -0.23 -0.0020
C -0.5227 2.3425 -2.4255 0.12 -1.28 -1.56 0.0243
C -0.3463 3.7835 -2.1437 -0.31 -0.36 -1.13 0.0040
C -4.2753 -0.7968 0.4709 -0.67 1.06 -1.45 -0.0053
H -0.9450 -5.6147 -1.1762 0.60 0.00 0.45 0.0000
C -1.9013 -0.8594 1.0151 -0.32 -0.46 -0.22 0.0378
C -0.4372 -4.7913 -1.6650 -0.62 -0.11 -0.31 -0.0001
O -0.9657 1.7814 -3.4328 0.55 1.07 1.73 0.0585
H -0.8992 -3.3267 -0.1492 -0.38 0.03 -0.56 0.0010
C 1.9914 -0.6720 4.0011 -0.61 0.62 -3.22 0.0637
N -0.0642 1.5693 -1.3336 -0.15 -1.47 0.24 0.2029
H 0.9203 -0.7762 4.0774 -0.04 -0.26 0.38 0.0010
H -5.5931 -0.9722 2.1527 -0.32 -0.24 -0.23 0.0053
H 0.3965 -6.0030 -3.2272 -0.15 0.08 -0.13 0.0004
O 1.6613 2.5858 0.5090 -0.68 -1.07 -1.10 0.0069
C 0.3086 -2.5838 -3.1496 -0.77 -0.62 0.46 0.0303
C -0.3809 6.3507 -1.1134 0.59 -1.24 -1.55 0.0051
O -0.7065 2.1797 1.0020 0.77 0.17 -1.01 0.0196
C -2.9614 -0.6302 0.0831 0.12 -0.36 0.83 0.0764
N -0.5484 -0.7571 0.6443 -3.44 -0.25 1.39 0.5346
C -0.6110 -3.5065 -1.1908 -0.17 0.95 -0.27 0.0113
N 0.2738 -0.8298 1.6332 3.65 0.47 2.78 0.2468
H -4.4126 -0.2772 -2.3082 0.85 -0.12 0.46 0.0007
O -2.6025 -0.1608 -1.1796 1.58 0.10 -0.70 0.0390
C -3.5965 -1.4202 2.6862 0.88 0.00 0.09 -0.0076
S 0.3017 2.5116 0.0005 -0.55 1.07 2.25 0.0100
H -0.4269 7.3601 -0.7494 -0.06 0.14 0.20 0.0002
C 0.6276 -3.8728 -3.6191 -0.80 0.46 1.24 0.0018
C -3.3318 -0.5536 -2.3572 -1.92 -0.09 -0.73 0.0110
H 1.1477 -3.9964 -4.5424 0.29 0.05 -0.41 -0.0001
H 2.5286 -0.7703 6.0605 -0.34 -0.09 0.55 0.0080
O 1.4943 -0.9568 -0.9770 1.08 0.37 0.45 0.3125
C -0.5729 4.8254 -3.0334 -0.58 -0.58 -0.55 0.0012
```
Positions in Å, forces in eV/Å.

***

Entry 4:
Formula: C4H6O2
Source: the OMol25 dataset
Level of theory: ωB97M-V with the def2-TZVPD basis set

Output
- charge = 0
- HOMO (eV) = -9.9
- structure (SMILES) = O=CCCC=O
- lowest unoccupied orbital energy (eV) = 0.791
- HOMO-LUMO gap (eV) = 10.705
- energy relative to the best compared isomer or geometry (same formula, charge and spin) (kcal/mol) = 27.3

XYZ file:
```
12
Properties=species:S:1:pos:R:3:forces:R:3:lowdin_charge:R:1
O -0.8998 1.3947 -1.1406 -0.29 -0.34 0.44 0.0625
H -2.2078 0.9953 0.3368 -0.02 -0.10 -0.16 0.1241
C -1.3473 0.6693 -0.2826 0.12 0.19 -0.32 -0.2701
C -0.7468 -0.6913 0.0208 -0.03 0.01 0.01 -0.1633
C 1.3191 0.6476 0.4114 0.36 0.07 -0.10 -0.2882
H -1.0350 -1.0202 1.0264 0.03 0.15 -0.13 0.1133
C 0.7760 -0.6498 -0.1583 0.07 0.01 -0.09 -0.1518
H -1.2021 -1.4037 -0.6802 0.07 0.08 0.12 0.1246
O 2.3118 1.2145 0.0382 -0.37 -0.32 0.18 0.0692
H 0.7051 1.0587 1.2485 0.19 0.03 -0.03 0.1313
H 1.0775 -0.7365 -1.2047 -0.04 0.11 0.13 0.1243
H 1.2494 -1.4785 0.3842 -0.09 0.11 -0.05 0.1240
```
Positions in Å, forces in eV/Å.

***

Which of these has the lowest energy relative to the best compared isomer or geometry (same formula, charge and spin)? C29H22IrN4O5S